17
Properties=species:S:1:pos:R:3:forces:R:3:lowdin_charge:R:1 method="wB97M-V/def2-TZVPD" de_lowest_kcal_mol=101.6 lumo_energy_ev=-3.21 orbital_gap_ha=0.37375 total_charge=+1
C 0.94917 0.11947 -1.57921 0.91 -0.60 1.99 -0.127
C 0.23716 -0.38706 1.76717 -1.13 -3.23 1.75 -0.016
C -0.71488 0.09222 0.78839 -0.06 -2.79 -0.68 -0.296
N -0.83526 1.35922 0.73927 -1.32 4.37 -0.20 0.152
N -0.03038 -0.39465 -0.90753 2.85 1.63 -1.01 -0.058
N -0.82480 -1.18606 -1.59071 -3.22 -1.29 0.52 0.079
O 1.92506 0.84929 -0.98571 0.31 -1.53 -1.17 0.085
H 1.31491 -0.26313 -2.53070 -0.70 0.06 -0.18 0.161
H 0.95170 0.32361 1.84064 2.55 2.11 0.88 0.051
H 0.72065 -1.33915 1.58428 -0.05 -0.17 -0.53 0.105
H -0.28696 -0.58444 2.76524 0.53 0.78 -1.30 0.149
H -1.57196 -0.53143 0.67219 -0.86 0.04 -0.20 0.141
H -1.66186 1.88814 0.44475 0.55 -0.67 -0.11 0.163
H 1.64197 1.61085 -0.54282 -0.72 1.79 0.99 0.071
H -0.47185 -1.68401 -2.36226 0.77 -0.55 -1.03 0.105
H -1.34319 -1.77885 -0.96214 -0.18 -0.25 -0.24 0.111
H 0.00052 1.90599 0.85916 -0.21 0.29 0.53 0.125